Entry 1:
{
  "formula": "C7H16N2",
  "method": "wB97M-V/def2-TZVPD",
  "multiplicity": 1,
  "smiles": "CC1=[NH+]CCC[N+]1(C)C",
  "gap_ev": 11.2551,
  "charge": 2,
  "species": ["C", "C", "N", "C", "C", "C", "N", "C", "C", "H", "H", "H", "H", "H", "H", "H", "H", "H", "H", "H", "H", "H", "H", "H", "H"],
  "positions_angstrom": [[1.8986, 1.1403, 0.6572], [0.6148, 0.3538, 0.7378], [0.0197, 0.1175, 1.8436], [-1.2780, -0.4743, 2.0031], [-1.9453, -0.4772, 0.6326], [-1.0532, -1.0667, -0.4123], [0.1546, -0.1365, -0.6583], [1.2617, -0.7665, -1.3473], [-0.2305, 1.0250, -1.4960], [1.7232, 2.1708, 1.1551], [2.2346, 1.3291, -0.3517], [2.5835, 0.7899, 1.4095], [0.4569, 0.1138, 2.8075], [-1.7778, 0.0834, 2.8319], [-1.2738, -1.4588, 2.3648], [-2.8721, -1.1139, 0.5953], [-2.1818, 0.5656, 0.2881], [-0.8075, -2.0737, -0.1381], [-1.4877, -1.1520, -1.4709], [1.9239, -0.0429, -1.6218], [1.7954, -1.6443, -0.8763], [0.7997, -1.1350, -2.2519], [0.0609, 0.9071, -2.6281], [-1.3398, 1.1350, -1.4824], [0.2017, 2.0726, -1.1901]],
  "forces_ev_per_a": [[-1.623, 1.887, 1.771], [2.176, 1.060, -1.153], [0.595, -1.483, 1.014], [-2.205, 0.982, -0.770], [-1.631, 0.833, -0.604], [-0.465, 0.109, -2.547], [-1.054, 0.239, 3.670], [0.092, -3.787, -0.160], [-0.935, 3.193, -2.308], [-0.221, -1.255, -1.004], [0.481, -0.250, 0.254], [0.901, -0.734, -0.263], [0.412, 1.089, -1.630], [0.017, -0.037, -1.006], [0.791, -1.606, 0.587], [0.695, 0.911, 0.360], [-0.298, -0.828, 0.685], [1.129, -0.454, 0.116], [0.122, 0.188, 1.702], [1.943, 1.714, -0.749], [-0.919, 1.113, 0.112], [0.045, -0.299, -0.357], [-0.394, -0.235, 2.367], [0.899, -0.052, 0.085], [-0.556, -2.297, -0.173]]
}

***

Entry 2:
{
  "formula": "C4H5N3O3",
  "method": "wB97M-V/def2-TZVPD",
  "multiplicity": 1,
  "smiles": "N[C@@H]1OC=C/C1=N/[N+](=O)[O-]",
  "gap_ev": 8.6100,
  "charge": 0,
  "species": ["N", "C", "O", "C", "C", "C", "N", "N", "O", "O", "H", "H", "H", "H", "H"],
  "positions_angstrom": [[-0.9967, -1.6166, 0.0262], [-0.8530, -0.1579, 0.2286], [-1.7937, 0.4886, -0.6649], [-1.1373, 1.4489, -1.3189], [0.1151, 1.5860, -0.8951], [0.4225, 0.5480, -0.0082], [1.5336, 0.3849, 0.6337], [1.8779, -0.7283, 1.3030], [2.6271, -0.5685, 2.2273], [1.4899, -1.7823, 0.8107], [-0.2780, -2.1354, 0.5978], [-0.9785, -1.9692, -0.8474], [-1.2071, -0.0778, 1.2379], [-1.6147, 2.2034, -2.0041], [0.7929, 2.3762, -1.3266]],
  "forces_ev_per_a": [[0.395, 1.044, 4.477], [-1.444, -3.032, -1.115], [-0.805, -0.130, -0.427], [-0.688, 1.116, 0.453], [2.441, 2.433, -1.849], [1.072, -0.790, 1.748], [0.377, 2.439, -1.513], [-0.588, -0.140, -0.534], [0.046, -0.533, 0.509], [1.019, -0.864, 0.829], [-1.349, 1.045, -0.928], [0.260, -0.736, -3.802], [-0.041, 0.910, 0.637], [-0.056, -1.551, 0.711], [-0.639, -1.212, 0.803]]
}

***

- Look up the multiplicity of the first one.
  1